Density functional theory data (the ωB97M-V functional and the def2-TZVPD basis) for a cluster of 6 separate species, C33H77NO16 in total in a non-equilibrium geometry.

CARTESIAN COORDINATES (ANGSTROEM)
C (-4.19, -3.55, 1.62)
O (-4.52, -2.18, 1.73)
C (-3.67, -1.34, 1.01)
C (-3.75, -1.47, -0.52)
O (-5.10, -1.36, -0.92)
C (-5.21, -0.98, -2.30)
C (-5.23, 0.56, -2.38)
O (-4.67, 1.15, -3.54)
C (-4.30, 2.49, -3.25)
H (-4.99, -4.07, 2.14)
H (-3.25, -3.75, 2.13)
H (-4.16, -3.92, 0.59)
H (-2.62, -1.55, 1.28)
H (-3.84, -0.29, 1.24)
H (-3.20, -2.34, -0.91)
H (-3.15, -0.65, -0.95)
H (-6.26, -1.24, -2.45)
H (-4.51, -1.46, -2.98)
H (-4.69, 0.87, -1.47)
H (-6.22, 0.94, -2.13)
H (-5.16, 3.06, -2.87)
H (-4.05, 2.96, -4.19)
H (-3.47, 2.50, -2.54)
C (-1.95, 4.78, 6.78)
O (-0.74, 4.10, 6.87)
C (-0.63, 3.34, 8.06)
C (0.69, 2.59, 8.10)
O (0.80, 1.49, 7.22)
C (0.87, 1.85, 5.84)
C (2.01, 1.03, 5.26)
O (2.53, 1.52, 4.05)
C (3.51, 0.67, 3.52)
H (-2.13, 5.17, 5.78)
H (-1.98, 5.69, 7.40)
H (-2.83, 4.22, 7.10)
H (-1.46, 2.62, 8.07)
H (-0.68, 3.92, 8.99)
H (0.76, 2.14, 9.10)
H (1.58, 3.22, 8.03)
H (1.05, 2.93, 5.75)
H (-0.01, 1.81, 5.19)
H (1.54, 0.05, 5.08)
H (2.75, 0.85, 6.04)
H (3.19, -0.37, 3.41)
H (4.43, 0.62, 4.12)
H (3.89, 1.11, 2.59)
C (-3.51, 2.78, 3.08)
O (-4.67, 2.21, 2.48)
C (-5.64, 3.17, 2.11)
C (-6.52, 2.51, 1.07)
O (-7.52, 1.64, 1.55)
C (-7.08, 0.38, 2.08)
C (-8.26, -0.24, 2.81)
O (-7.87, -1.52, 3.26)
C (-8.44, -2.56, 2.51)
H (-2.66, 2.12, 2.93)
H (-3.66, 3.17, 4.08)
H (-3.22, 3.61, 2.41)
H (-5.15, 4.02, 1.62)
H (-6.27, 3.53, 2.93)
H (-5.91, 2.06, 0.27)
H (-7.11, 3.25, 0.52)
H (-6.33, 0.60, 2.84)
H (-6.69, -0.25, 1.28)
H (-9.14, -0.25, 2.15)
H (-8.62, 0.36, 3.65)
H (-8.06, -2.59, 1.48)
H (-9.53, -2.59, 2.43)
H (-8.14, -3.52, 2.92)
C (9.47, -5.31, -1.67)
O (8.23, -5.25, -2.33)
C (7.13, -4.85, -1.53)
C (7.25, -3.48, -0.88)
O (7.76, -2.53, -1.78)
C (8.00, -1.23, -1.25)
C (6.78, -0.31, -1.26)
O (5.75, -0.84, -0.43)
C (4.67, 0.03, -0.25)
H (9.61, -6.14, -0.97)
H (9.62, -4.42, -1.03)
H (10.24, -5.28, -2.44)
H (6.89, -5.65, -0.81)
H (6.32, -4.88, -2.26)
H (7.78, -3.49, 0.08)
H (6.20, -3.20, -0.71)
H (8.73, -0.89, -1.99)
H (8.45, -1.36, -0.26)
H (6.41, -0.16, -2.27)
H (7.18, 0.59, -0.78)
H (3.97, 0.04, -1.10)
H (4.78, 1.04, 0.14)
H (4.03, -0.50, 0.47)
C (1.01, -4.92, -6.31)
O (0.69, -3.74, -6.99)
C (1.71, -3.31, -7.92)
C (2.45, -2.14, -7.27)
O (2.86, -1.22, -8.27)
C (3.64, -0.17, -7.73)
C (3.03, 0.76, -6.70)
O (3.27, 0.29, -5.40)
C (3.04, 1.25, -4.36)
H (2.04, -4.89, -5.94)
H (0.87, -5.85, -6.89)
H (0.28, -5.04, -5.51)
H (1.32, -3.00, -8.89)
H (2.36, -4.18, -8.02)
H (3.26, -2.56, -6.67)
H (1.80, -1.66, -6.54)
H (3.80, 0.44, -8.63)
H (4.67, -0.47, -7.50)
H (1.94, 0.68, -6.88)
H (3.12, 1.83, -6.95)
H (3.72, 2.06, -4.63)
H (3.35, 0.75, -3.45)
H (2.02, 1.61, -4.19)
C (0.19, 2.82, 1.41)
N (0.86, 2.53, 0.15)
C (2.29, 2.38, 0.16)
C (0.16, 2.26, -0.95)
O (0.66, 1.92, -2.01)
H (-0.65, 3.48, 1.18)
H (0.76, 3.32, 2.19)
H (-0.19, 1.92, 1.91)
H (2.89, 3.14, -0.34)
H (2.83, 2.47, 1.11)
H (2.61, 1.40, -0.21)
H (-0.93, 2.30, -0.81)

The value obtained for the total energy is -2561.7283 Ha. The lowest unoccupied orbital energy comes out at 0.3 eV. For the gap between HOMO and LUMO, the calculation gives 9.68 eV.

Density functional theory data (the ωB97M-V functional and the def2-TZVPD basis) for a structure of composition C33H78AsF6N10O9 in a non-equilibrium geometry.

CARTESIAN COORDINATES (ANGSTROEM)
As (3.10, -28.03, -4.92)
F (3.31, -26.53, -3.91)
F (4.30, -28.77, -3.76)
F (2.94, -29.60, -5.86)
F (1.93, -27.16, -5.98)
F (4.44, -27.52, -6.00)
F (1.84, -28.59, -3.78)
C (0.63, -17.90, -7.48)
C (-0.56, -18.91, -7.21)
N (-0.22, -20.32, -7.46)
C (0.17, -20.73, -8.80)
C (-0.89, -20.36, -9.87)
C (0.64, -20.88, -6.40)
C (0.04, -20.95, -5.01)
H (1.42, -18.08, -6.76)
H (0.30, -16.88, -7.31)
H (1.00, -17.96, -8.50)
H (-0.89, -18.86, -6.17)
H (-1.42, -18.64, -7.82)
H (1.17, -20.35, -9.03)
H (0.22, -21.82, -8.81)
H (-0.58, -20.81, -10.81)
H (-1.80, -20.86, -9.55)
H (-0.97, -19.27, -9.93)
H (1.55, -20.28, -6.35)
H (0.88, -21.92, -6.62)
H (0.09, -20.01, -4.47)
H (0.62, -21.62, -4.38)
H (-0.98, -21.33, -5.06)
C (4.25, -29.48, 1.34)
C (5.66, -30.11, 1.57)
O (5.89, -30.63, 2.65)
N (6.48, -30.26, 0.56)
C (7.73, -30.98, 0.55)
H (4.18, -28.94, 0.40)
H (3.99, -28.83, 2.18)
H (3.52, -30.28, 1.20)
H (6.19, -29.94, -0.36)
H (7.58, -32.02, 0.24)
H (8.24, -31.05, 1.51)
H (8.46, -30.56, -0.15)
C (1.93, -38.54, -10.74)
C (1.52, -37.18, -10.33)
O (0.40, -36.80, -10.60)
N (2.35, -36.51, -9.55)
C (2.02, -35.19, -8.99)
H (1.47, -39.21, -10.02)
H (3.01, -38.69, -10.74)
H (1.49, -38.70, -11.72)
H (3.31, -36.81, -9.61)
H (2.92, -34.58, -8.87)
H (1.61, -35.23, -7.98)
H (1.32, -34.67, -9.65)
C (-4.60, -33.54, -9.15)
C (-4.00, -33.17, -7.80)
O (-4.25, -33.89, -6.84)
N (-3.28, -32.09, -7.72)
C (-2.54, -31.67, -6.53)
H (-4.21, -34.47, -9.55)
H (-4.51, -32.86, -9.99)
H (-5.68, -33.67, -9.08)
H (-3.21, -31.51, -8.54)
H (-3.24, -31.10, -5.93)
H (-1.71, -31.02, -6.81)
H (-2.13, -32.53, -5.99)
C (7.03, -22.74, -4.08)
C (8.17, -23.47, -3.42)
O (9.18, -22.86, -3.05)
N (7.85, -24.74, -3.11)
C (8.80, -25.55, -2.36)
H (7.44, -22.06, -4.82)
H (6.47, -22.22, -3.31)
H (6.39, -23.46, -4.59)
H (6.88, -25.00, -3.19)
H (8.69, -26.56, -2.77)
H (8.52, -25.48, -1.31)
H (9.81, -25.16, -2.44)
C (-3.10, -26.79, -12.14)
C (-2.19, -27.89, -11.65)
O (-2.76, -28.93, -11.27)
N (-0.90, -27.71, -11.75)
C (0.11, -28.74, -11.47)
H (-2.95, -25.84, -11.63)
H (-4.14, -27.09, -12.09)
H (-2.78, -26.68, -13.17)
H (-0.63, -26.87, -12.23)
H (0.53, -28.53, -10.49)
H (0.99, -28.58, -12.10)
H (-0.26, -29.76, -11.40)
C (7.76, -26.21, -13.79)
C (6.39, -25.89, -14.41)
O (6.34, -25.72, -15.63)
N (5.33, -25.77, -13.58)
C (5.31, -25.92, -12.11)
H (7.84, -25.56, -12.91)
H (8.53, -26.01, -14.53)
H (7.73, -27.24, -13.44)
H (4.47, -25.45, -14.00)
H (5.56, -26.94, -11.80)
H (4.36, -25.66, -11.65)
H (6.04, -25.26, -11.65)
C (-0.80, -25.26, 1.42)
C (-1.54, -26.14, 2.44)
O (-2.32, -26.98, 2.03)
N (-1.20, -26.04, 3.71)
C (-0.14, -25.13, 4.22)
H (-0.68, -25.83, 0.50)
H (0.20, -24.90, 1.66)
H (-1.43, -24.37, 1.35)
H (-1.70, -26.72, 4.27)
H (-0.23, -25.04, 5.30)
H (-0.30, -24.12, 3.86)
H (0.86, -25.45, 3.91)
C (-1.56, -32.36, 0.06)
C (-1.54, -33.47, -0.92)
O (-2.55, -33.90, -1.46)
N (-0.39, -33.90, -1.35)
C (0.91, -33.32, -1.10)
H (-2.55, -32.04, 0.37)
H (-1.14, -31.46, -0.39)
H (-0.93, -32.66, 0.89)
H (-0.48, -34.60, -2.08)
H (1.22, -33.38, -0.05)
H (0.99, -32.25, -1.28)
H (1.71, -33.83, -1.64)
C (-3.84, -24.60, -6.77)
C (-4.95, -23.65, -7.13)
O (-6.03, -24.16, -7.46)
N (-4.68, -22.30, -7.13)
C (-5.62, -21.28, -7.37)
H (-2.85, -24.32, -7.11)
H (-4.23, -25.55, -7.13)
H (-3.79, -24.76, -5.69)
H (-3.71, -22.03, -7.08)
H (-6.52, -21.70, -7.82)
H (-5.26, -20.51, -8.06)
H (-5.87, -20.90, -6.38)

The net charge is -1. The value obtained for the total energy is -5364.1287 Ha. The lowest unoccupied orbital energy comes out at 1.4 eV. For the gap between HOMO and LUMO, the calculation gives 8.52 eV.

Density functional theory data (the ωB97M-V functional and the def2-TZVPD basis) for a cluster of 9 separate species, C33H79FN18O15 in total in a non-equilibrium geometry.

CARTESIAN COORDINATES (ANGSTROEM)
C (-2.04, -1.85, 1.20)
C (-0.75, -1.45, 0.47)
N (-0.91, -0.11, -0.02)
C (-0.01, 0.72, -0.82)
C (0.37, 2.03, 0.00)
O (-0.17, 2.02, 1.32)
C (0.83, 1.82, 2.30)
C (0.24, 1.67, 3.69)
O (0.48, 0.40, 4.24)
C (-0.65, -0.34, 4.65)
C (-0.36, -1.11, 5.94)
O (-1.60, -1.26, 6.64)
C (-2.14, -2.55, 6.58)
C (-1.60, -3.48, 7.67)
N (-0.80, 1.09, -2.03)
C (-0.90, -0.11, -2.74)
O (-1.85, -0.47, -3.43)
C (0.39, -0.88, -2.50)
C (1.02, -1.39, -3.80)
C (0.24, -2.62, -4.33)
C (1.13, -3.77, -4.72)
O (1.41, -4.57, -3.54)
C (2.17, -5.67, -3.81)
C (3.42, -5.76, -2.97)
O (1.87, -6.51, -4.64)
C (1.18, 0.05, -1.52)
C (2.07, -0.67, -0.48)
C (2.94, -1.83, -1.01)
C (4.23, -1.94, -0.16)
C (4.81, -3.35, -0.15)
O (4.35, -4.10, 0.97)
C (2.13, 0.96, -2.31)
F (2.76, 1.88, -1.45)
C (1.63, 1.78, -3.51)
C (1.27, 3.24, -3.19)
H (-2.07, -2.92, 1.34)
H (-2.15, -1.31, 2.13)
H (-2.89, -1.58, 0.57)
H (-0.61, -2.23, -0.29)
H (0.05, -1.57, 1.20)
H (-1.86, 0.21, -0.02)
H (-0.01, 2.91, -0.50)
H (1.44, 2.07, 0.13)
H (1.52, 2.67, 2.29)
H (1.43, 0.93, 2.09)
H (-0.82, 1.93, 3.66)
H (0.72, 2.41, 4.34)
H (-1.53, 0.27, 4.85)
H (-0.88, -1.08, 3.88)
H (0.33, -0.57, 6.58)
H (0.01, -2.11, 5.72)
H (-2.01, -3.02, 5.60)
H (-3.22, -2.45, 6.72)
H (-1.14, -2.90, 8.46)
H (-0.88, -4.19, 7.26)
H (-2.40, -4.07, 8.12)
H (-1.68, 1.55, -1.88)
H (0.27, -1.79, -1.93)
H (2.05, -1.71, -3.67)
H (1.01, -0.65, -4.60)
H (-0.35, -2.36, -5.20)
H (-0.46, -2.98, -3.58)
H (2.06, -3.46, -5.20)
H (0.61, -4.40, -5.44)
H (4.04, -6.53, -3.41)
H (3.94, -4.81, -3.00)
H (3.19, -6.06, -1.95)
H (2.74, 0.05, -0.02)
H (1.48, -1.08, 0.33)
H (3.26, -1.69, -2.03)
H (2.41, -2.77, -0.87)
H (4.06, -1.56, 0.85)
H (4.95, -1.27, -0.62)
H (5.90, -3.31, -0.14)
H (4.50, -3.84, -1.08)
H (3.63, -4.66, 0.66)
H (2.94, 0.33, -2.66)
H (0.80, 1.32, -4.03)
H (2.46, 1.83, -4.22)
H (2.17, 3.80, -2.96)
H (0.84, 3.67, -4.09)
H (0.54, 3.32, -2.40)
N (-0.79, 5.55, 1.02)
C (-0.93, 6.31, -0.11)
N (-1.32, 7.60, 0.10)
O (-0.72, 5.86, -1.22)
H (-0.96, 5.89, 1.95)
H (-0.50, 4.60, 0.89)
H (-1.44, 8.18, -0.71)
H (-1.51, 7.99, 1.00)
N (-6.04, -6.00, 9.13)
C (-4.71, -6.31, 9.04)
N (-4.44, -7.58, 8.59)
O (-3.83, -5.53, 9.34)
H (-6.78, -6.63, 8.89)
H (-6.27, -5.08, 9.46)
H (-3.48, -7.84, 8.51)
H (-5.15, -8.24, 8.34)
N (-6.45, 8.53, -0.04)
C (-5.11, 8.28, -0.07)
N (-4.75, 7.05, -0.56)
O (-4.27, 9.09, 0.30)
H (-7.15, 7.88, -0.34)
H (-6.73, 9.42, 0.31)
H (-3.77, 6.83, -0.60)
H (-5.42, 6.36, -0.87)
N (-0.76, -0.28, -7.09)
C (-0.28, -1.26, -7.93)
N (0.22, -0.83, -9.12)
O (-0.30, -2.44, -7.61)
H (-0.76, 0.69, -7.33)
H (-1.16, -0.56, -6.21)
H (0.58, -1.53, -9.75)
H (0.24, 0.13, -9.38)
N (-10.03, 9.94, -1.58)
C (-9.51, 8.80, -2.11)
N (-9.13, 8.88, -3.42)
O (-9.40, 7.77, -1.46)
H (-10.13, 10.80, -2.09)
H (-10.33, 9.91, -0.62)
H (-8.74, 8.05, -3.83)
H (-9.21, 9.71, -3.97)
N (2.23, 0.19, 10.57)
C (2.19, -0.20, 9.26)
N (3.05, 0.46, 8.43)
O (1.43, -1.07, 8.86)
H (2.84, 0.90, 10.92)
H (1.60, -0.27, 11.21)
H (3.05, 0.20, 7.46)
H (3.68, 1.18, 8.74)
N (2.14, -5.10, -10.61)
C (2.36, -3.79, -10.91)
N (3.61, -3.49, -11.38)
O (1.49, -2.94, -10.78)
H (2.84, -5.81, -10.70)
H (1.24, -5.34, -10.25)
H (3.79, -2.53, -11.62)
H (4.33, -4.17, -11.50)
N (8.75, -1.05, 2.25)
C (7.70, -0.30, 2.72)
N (6.47, -0.90, 2.61)
O (7.85, 0.81, 3.19)
H (8.64, -1.96, 1.86)
H (9.66, -0.64, 2.32)
H (5.68, -0.38, 2.94)
H (6.32, -1.81, 2.22)

The value obtained for the total energy is -3519.1314 Ha. The lowest unoccupied orbital energy comes out at 0.5 eV. For the gap between HOMO and LUMO, the calculation gives 8.96 eV.